Molecular formula: C14H34N2O4P2
Method: DFT, the ωB97M-V functional and the def2-TZVPD basis

Computed properties:
- Calculated total energy: -44811.433 eV
- Strongest force on any atom: 0.06195 Eh/bohr

Each line ends with the natural charge from an NBO analysis.
Cartesian coordinates (Å):
N -3.64 5.64 2.38  -1.343
P -2.85 4.54 1.51  0.939
P -2.89 2.60 2.63  1.131
C -3.11 1.20 3.95  -0.721
C -2.74 1.74 5.42  -0.532
C -1.17 1.74 5.58  0.804
O -0.58 2.77 5.89  -0.550
O -0.49 0.52 5.31  -0.756
O -3.99 1.86 1.46  -0.816
C -3.32 1.15 0.41  -0.091
C -1.74 1.50 0.48  -0.086
O -1.50 1.90 1.85  -0.839
H -2.99 6.41 2.59  0.350
H -1.49 5.02 1.36  -0.079
H -3.42 4.27 0.22  -0.116
H -4.11 3.12 3.20  -0.114
H -1.98 3.29 3.50  -0.145
H -2.51 0.28 3.69  0.181
H -4.22 0.98 3.95  0.219
H -3.24 1.12 6.22  0.223
H -3.12 2.81 5.46  0.248
H -0.43 0.50 4.32  0.494
H -3.81 1.36 -0.60  0.174
H -3.36 0.05 0.68  0.146
H -1.38 2.38 -0.14  0.158
H -1.13 0.62 0.09  0.126
C 4.80 -0.20 -2.09  -0.613
C 4.74 -1.61 -2.68  -0.438
C 3.47 -1.90 -3.49  -0.197
N 2.26 -2.42 -2.69  -0.215
C 1.08 -2.40 -3.67  -0.205
C -0.26 -2.67 -2.99  -0.428
C -0.50 -1.71 -1.84  -0.409
C 0.64 -1.81 -0.84  -0.433
C 1.98 -1.53 -1.49  -0.213
C 2.54 -3.84 -2.26  -0.414
H 4.25 -0.11 -1.16  0.210
H 5.84 0.06 -1.86  0.235
H 4.42 0.55 -2.79  0.212
H 4.92 -2.35 -1.91  0.215
H 5.57 -1.69 -3.39  0.240
H 3.68 -2.67 -4.24  0.221
H 3.14 -1.00 -4.02  0.224
H 1.06 -1.41 -4.12  0.224
H 1.28 -3.14 -4.45  0.225
H -1.06 -2.56 -3.73  0.250
H -0.31 -3.71 -2.64  0.209
H -1.45 -1.94 -1.36  0.248
H -0.57 -0.69 -2.22  0.215
H 0.63 -2.80 -0.37  0.208
H 0.48 -1.09 -0.04  0.267
H 2.78 -1.70 -0.77  0.230
H 2.01 -0.50 -1.85  0.230
H 3.39 -3.85 -1.59  0.232
H 2.74 -4.44 -3.15  0.227
H 1.66 -4.24 -1.74  0.236

=====

Molecular formula: C14H34N3O16PS2V
Method: DFT, the ωB97M-V functional and the def2-TZVPD basis

Computed properties:
- Charge: -2
- 2S+1: 2
- ΔE to the lowest compared entry with this formula, charge and spin: 69.7 kcal/mol
- Calculated total energy: -108950.961 eV
- <S²>: 0.771
- Strongest force on any atom: 0.10606 Eh/bohr

Each line ends with the Löwdin spin population.
Cartesian coordinates (Å):
O -6.93 21.09 2.54  -0.172
V -7.92 22.18 2.97  1.117
O -7.57 21.54 5.16  0.001
C -8.10 21.20 6.41  0.000
O -7.56 21.76 7.42  -0.001
O -9.10 20.48 6.52  0.001
H -6.82 22.03 5.55  0.001
O -10.07 18.64 2.01  0.001
C -10.27 19.53 3.03  0.001
O -9.27 20.28 3.30  0.005
O -11.29 19.52 3.73  -0.002
H -9.12 18.76 1.86  0.000
O -11.18 24.80 4.22  0.000
C -10.64 23.54 4.28  0.000
O -9.52 23.39 3.69  -0.001
O -11.21 22.63 4.88  0.000
H -10.51 25.19 3.63  0.000
O -6.16 25.57 2.05  0.001
C -6.46 24.28 2.32  0.005
O -6.59 23.47 1.39  0.025
O -6.69 23.85 3.49  0.000
H -6.60 26.06 2.77  0.000
O -4.42 15.34 6.16  0.000
P -4.01 16.64 5.54  0.000
N -4.19 17.95 6.56  0.000
C -5.52 18.46 6.92  0.000
C -3.19 18.24 7.57  0.000
N -4.90 17.01 4.21  0.000
C -5.49 15.94 3.42  0.000
C -5.06 18.36 3.62  0.000
N -2.38 16.79 5.03  0.000
C -1.79 18.07 4.63  0.000
C -1.47 15.70 5.15  0.000
H -6.29 18.11 6.23  0.000
H -5.64 19.54 7.03  0.000
H -5.77 18.02 7.89  0.000
H -2.71 17.35 7.98  0.000
H -3.65 18.81 8.37  0.000
H -2.38 18.87 7.19  0.000
H -5.88 15.18 4.10  0.000
H -6.27 16.33 2.78  0.000
H -4.72 15.44 2.82  0.000
H -5.10 18.29 2.53  0.000
H -5.95 18.89 3.96  0.000
H -4.23 19.01 3.88  0.000
H -0.99 18.33 5.32  0.000
H -1.44 18.10 3.60  0.000
H -2.49 18.90 4.71  0.000
H -0.85 15.76 6.06  0.000
H -0.82 15.65 4.28  0.000
H -2.00 14.75 5.23  0.000
C -3.47 21.60 1.80  0.000
S -2.36 22.10 0.45  0.000
O -1.92 20.87 -0.31  0.000
C -3.69 22.76 -0.63  0.000
H -2.92 20.97 2.49  0.000
H -4.42 21.24 1.39  0.000
H -3.80 22.48 2.37  0.000
H -4.51 22.07 -0.78  0.000
H -3.27 23.13 -1.57  0.000
H -4.05 23.59 -0.02  0.000
C -10.10 23.36 -1.02  0.001
S -9.71 21.70 -0.35  0.006
O -8.98 21.93 0.96  0.011
C -11.36 21.28 0.31  0.000
H -9.32 23.75 -1.67  0.000
H -10.29 24.07 -0.22  0.000
H -10.95 23.25 -1.69  0.000
H -11.36 21.41 1.39  0.000
H -11.68 20.28 0.00  0.000
H -12.11 21.89 -0.20  0.000

=====

Molecular formula: C14H35AlCl5F5IN2Na2NbO12
Method: DFT, the ωB97M-V functional and the def2-TZVPD basis

Computed properties:
- Charge: +2
- Calculated total energy: -143870.413 eV
- Strongest force on any atom: 0.08930 Eh/bohr

Each line ends with the Mulliken charge.
Cartesian coordinates (Å):
C 3.72 4.64 1.30  -1.437
N 2.31 4.55 0.89  0.195
C 1.51 3.56 1.56  -1.182
Nb 0.31 2.59 0.01  -1.226
I -1.39 1.17 -1.80  -0.249
C 1.97 1.96 -1.31  0.116
C 3.38 2.15 -0.76  -0.312
C 4.47 1.41 -1.57  -0.796
C 3.98 0.18 -2.25  0.488
O 3.46 0.19 -3.34  -0.550
O 4.19 -0.96 -1.57  -0.466
C 0.38 0.78 1.28  -1.030
C -0.95 0.09 1.56  0.421
O -1.03 -0.08 2.97  -0.627
C -1.15 -1.33 0.90  -0.822
N -0.13 -1.83 0.03  -0.172
C -0.03 4.58 -1.29  0.630
F 0.05 5.83 -0.58  -0.345
F 0.82 4.74 -2.34  -0.244
C -1.43 4.64 -1.90  0.324
F -2.42 4.25 -1.13  -0.149
F -1.80 5.99 -2.18  -0.391
F -1.45 3.95 -3.03  -0.115
H 4.32 5.06 0.50  0.551
H 3.84 5.24 2.20  0.425
H 4.13 3.66 1.51  0.447
H 1.93 5.47 1.06  0.156
H 0.82 4.03 2.27  0.514
H 2.05 2.86 2.19  0.649
H -1.25 3.23 0.88  -0.013
H 1.74 0.91 -1.54  0.431
H 1.93 2.46 -2.28  0.590
H 3.46 1.88 0.30  0.127
H 3.61 3.21 -0.83  0.138
H 5.30 1.16 -0.93  0.393
H 4.86 2.07 -2.34  0.352
H 3.49 -1.58 -1.82  0.364
H 1.15 0.14 0.84  0.593
H 0.76 1.09 2.25  0.317
H -1.78 0.74 1.28  0.276
H -1.95 -0.23 3.22  0.398
H -2.09 -1.33 0.34  0.160
H -1.27 -2.05 1.69  0.537
H 0.25 -1.14 -0.62  0.006
H 0.67 -2.19 0.55  0.326
O -0.87 5.50 1.90  -0.376
H -0.36 6.22 1.40  0.157
H -1.48 4.94 1.29  0.229
H -1.33 5.84 2.71  0.415
Na -2.37 7.59 -3.18  1.036
O -4.16 -1.76 0.45  -0.550
H -5.07 -2.00 0.22  0.247
Na -1.67 7.66 1.60  0.870
C -0.69 -5.66 -0.61  0.243
Cl 0.37 -5.55 -2.00  -0.081
Cl -1.81 -4.28 -0.61  0.010
Cl -1.63 -7.14 -0.67  -0.052
Cl 0.27 -5.62 0.88  -0.120
O 0.34 -10.02 -1.26  -0.471
Cl -0.29 -9.90 -2.55  1.638
O -0.05 -8.56 -3.03  -0.412
O -1.71 -10.08 -2.43  -0.478
O 0.25 -10.86 -3.45  -0.523
Al -1.17 2.34 -4.70  0.746
O 6.16 5.99 0.06  -0.625
H 6.86 6.42 -0.46  0.259
C -3.47 -5.36 2.78  -0.744
C -4.40 -4.55 3.67  -0.335
O -4.13 -3.15 3.55  -0.481
H -2.43 -5.15 3.04  0.212
H -3.64 -6.43 2.86  0.384
H -3.62 -5.04 1.75  0.164
H -4.26 -4.81 4.72  0.298
H -5.44 -4.75 3.40  0.269
H -4.25 -2.91 2.62  0.286
O -3.26 -5.65 -3.44  -0.625
H -2.75 -5.76 -2.63  0.305
H -2.65 -5.25 -4.06  0.305

=====

Molecular formula: C14H35BaF3N2O19P3
Method: DFT, the ωB97M-V functional and the def2-TZVPD basis

Computed properties:
- Charge: +1
- ΔE to the lowest compared entry with this formula, charge and spin: 122.0 kcal/mol
- Calculated total energy: -93675.572 eV
- Strongest force on any atom: 0.10749 Eh/bohr

Each line ends with the Mulliken charge.
Cartesian coordinates (Å):
Ba -1.05 -3.16 2.43  1.833
N 1.63 -0.96 1.10  0.651
O 1.11 -1.61 1.99  -0.548
O 0.96 -0.14 0.49  -0.383
O 2.83 -1.11 0.80  -0.590
C 0.83 1.69 -2.39  -0.128
N -0.26 2.08 -3.34  1.006
O -0.93 3.01 -3.01  -0.621
O -0.32 1.45 -4.40  -0.484
H 1.20 2.69 -2.16  0.433
H 1.52 1.13 -3.02  -0.152
H 0.43 1.36 -1.44  -0.035
C 3.39 0.97 -6.34  -0.617
O 3.05 -0.46 -6.45  -0.393
P 2.35 -1.30 -5.27  0.994
O 0.96 -0.88 -4.93  -0.402
O 2.58 -2.87 -5.78  -0.381
C 1.45 -3.36 -6.54  -0.628
O 3.38 -1.22 -4.01  -0.397
C 3.03 -1.85 -2.75  -0.513
H 2.63 1.51 -6.90  0.275
H 4.25 1.16 -6.98  0.282
H 3.47 1.30 -5.30  0.278
H 1.82 -4.10 -7.25  0.271
H 0.91 -2.62 -7.13  0.302
H 0.79 -3.90 -5.85  0.239
H 2.65 -1.27 -1.91  0.237
H 3.85 -2.51 -2.45  0.339
H 2.23 -2.54 -3.01  0.122
C -1.20 2.14 1.66  -0.528
O -2.54 1.75 1.94  -0.342
P -2.81 0.60 3.08  0.611
O -1.94 -0.55 2.96  -0.029
O -2.73 1.40 4.54  -0.390
C -1.50 1.84 5.04  -0.373
O -4.42 0.34 2.98  -0.354
C -4.95 -0.72 3.78  -0.782
H -0.96 2.35 0.62  0.302
H -0.48 1.54 2.22  0.069
H -0.99 3.11 2.11  0.301
H -0.60 1.49 4.53  0.053
H -1.54 1.41 6.04  0.363
H -1.56 2.93 5.08  0.255
H -4.23 -1.17 4.47  0.300
H -5.24 -1.53 3.11  0.299
H -5.74 -0.41 4.46  0.291
C -4.74 -2.90 -2.10  -0.732
O -4.12 -2.43 -0.89  -0.364
P -2.74 -1.63 -0.92  0.245
O -2.03 -1.89 0.34  0.026
O -1.92 -2.04 -2.26  -0.350
C -0.62 -1.67 -2.41  -0.221
O -3.28 -0.13 -1.20  -0.125
C -4.36 0.35 -0.48  -0.803
H -4.35 -2.36 -2.97  0.339
H -5.80 -2.77 -1.91  0.277
H -4.58 -3.96 -2.28  0.287
H -0.54 -0.83 -3.09  0.251
H -0.14 -2.56 -2.83  0.244
H -0.03 -1.58 -1.50  0.001
H -4.16 1.42 -0.51  0.275
H -4.46 0.11 0.57  0.308
H -5.25 0.20 -1.09  0.324
C 2.70 -0.25 5.14  -1.060
C 2.87 0.82 3.99  0.397
O 3.74 1.76 4.68  -0.323
C 3.22 2.95 5.13  0.363
O 2.03 3.19 5.16  -0.507
C 4.27 4.08 5.35  0.832
F 5.07 4.09 4.30  -0.234
F 3.67 5.27 5.46  -0.213
F 5.11 3.85 6.43  -0.249
H 2.26 0.13 6.06  0.325
H 3.57 -0.78 5.54  0.382
H 2.06 -1.01 4.68  0.190
H 1.88 1.13 3.66  -0.135
H 3.40 0.48 3.11  0.213

=====

Molecular formula: C14H35BrIO4P
Method: DFT, the ωB97M-V functional and the def2-TZVPD basis

Computed properties:
- Calculated total energy: -110702.962 eV
- Strongest force on any atom: 0.00425 Eh/bohr

Each line ends with the natural charge from an NBO analysis.
Cartesian coordinates (Å):
C 0.27 -2.98 -0.39  -0.606
C -0.15 -1.92 -1.42  -0.462
C -1.00 -0.83 -0.79  -0.606
I -0.93 0.98 -1.95  0.036
P -2.87 -1.33 -0.65  0.844
C -4.69 -1.89 -0.55  -0.742
C -4.84 -3.33 -1.03  -0.446
C -4.50 -4.32 0.09  -0.414
Br -3.51 -5.87 -0.52  -0.030
H 0.77 -2.51 0.47  0.208
H -0.57 -3.56 -0.02  0.206
H 0.97 -3.69 -0.84  0.219
H -0.71 -2.39 -2.23  0.201
H 0.75 -1.50 -1.87  0.219
H -0.61 -0.52 0.18  0.208
H -2.44 -2.64 -0.28  -0.059
H -3.05 -0.35 0.36  -0.042
H -3.04 -0.97 -2.01  -0.033
H -5.09 -1.76 0.46  0.207
H -5.25 -1.22 -1.21  0.221
H -4.17 -3.51 -1.88  0.212
H -5.84 -3.53 -1.39  0.221
H -5.40 -4.72 0.56  0.224
H -3.88 -3.87 0.86  0.209
C 0.60 4.28 -4.51  -0.252
O 0.40 5.22 -3.47  -0.552
C 1.15 4.94 -2.30  -0.090
C 2.37 5.84 -2.20  -0.087
O 3.30 5.60 -3.23  -0.550
C 3.24 6.54 -4.29  -0.252
H 0.13 4.68 -5.41  0.190
H 1.66 4.11 -4.70  0.178
H 0.13 3.32 -4.27  0.166
H 1.46 3.89 -2.29  0.177
H 0.50 5.11 -1.44  0.184
H 2.87 5.64 -1.24  0.183
H 2.05 6.89 -2.20  0.172
H 3.59 7.53 -3.96  0.165
H 2.22 6.64 -4.68  0.178
H 3.89 6.19 -5.08  0.190
C 0.86 -3.42 4.82  -0.252
O 1.08 -2.68 3.64  -0.552
C 0.74 -1.31 3.75  -0.086
C 1.96 -0.43 3.95  -0.088
O 2.61 -0.69 5.17  -0.550
C 3.77 -1.51 5.05  -0.253
H 1.30 -4.41 4.67  0.192
H 1.33 -2.95 5.69  0.179
H -0.21 -3.54 5.02  0.166
H 0.04 -1.15 4.58  0.175
H 0.24 -1.01 2.83  0.177
H 1.65 0.62 3.95  0.185
H 2.65 -0.57 3.11  0.173
H 4.57 -0.97 4.53  0.167
H 3.55 -2.43 4.50  0.177
H 4.10 -1.75 6.05  0.191

=====

Molecular formula: C14H35Cl6NO4P2S
Method: DFT, the ωB97M-V functional and the def2-TZVPD basis

Computed properties:
- Calculated total energy: -129310.011 eV
- Strongest force on any atom: 0.09414 Eh/bohr

Each line ends with the natural charge from an NBO analysis.
Cartesian coordinates (Å):
C 2.25 3.33 1.01  -0.609
C 1.16 2.97 2.09  -0.407
C 0.87 1.44 2.06  -0.258
N -0.41 1.07 1.41  -0.982
P -0.18 0.36 -0.21  1.119
C -1.93 0.80 -0.79  -0.384
O -2.90 0.85 0.26  -0.548
C -3.78 1.94 0.00  -0.063
C -5.20 1.66 0.59  -0.636
C 0.08 -1.37 0.48  -0.994
S 1.82 -1.78 0.82  1.907
O 2.72 -0.88 0.02  -0.968
O 2.15 -3.21 0.54  -0.924
P 0.23 -0.33 -2.32  0.645
C 1.45 0.92 -2.99  -0.975
O 1.00 -1.85 -2.32  -0.964
H 1.85 3.27 -0.02  0.205
H 3.10 2.63 1.11  0.209
H 2.60 4.36 1.16  0.206
H 0.29 3.60 1.85  0.194
H 1.54 3.27 3.08  0.206
H 0.80 1.09 3.12  0.192
H 1.75 0.94 1.61  0.199
H -0.91 1.96 1.35  0.369
H 0.94 1.26 -0.40  -0.062
H -2.24 -0.01 -1.48  0.238
H -1.84 1.73 -1.39  0.216
H -3.42 2.87 0.49  0.163
H -3.92 2.14 -1.08  0.173
H -5.75 2.60 0.79  0.217
H -5.80 1.12 -0.17  0.209
H -5.09 1.09 1.53  0.217
H -0.34 -2.19 -0.12  0.306
H -0.44 -1.41 1.46  0.289
H 2.09 -1.56 2.15  0.055
H 2.03 0.52 -3.82  0.257
H 0.90 1.81 -3.35  0.237
H 2.15 1.25 -2.18  0.223
H 1.94 -1.66 -2.30  0.488
Cl -0.22 -4.86 4.98  -0.054
C 1.52 -4.50 4.89  -0.394
C 1.83 -3.10 5.36  -0.380
Cl 1.20 -1.86 4.24  -0.060
H 1.85 -4.66 3.87  0.235
H 2.03 -5.22 5.53  0.226
H 2.91 -2.96 5.42  0.227
H 1.41 -2.90 6.35  0.227
Cl -6.12 -2.73 -1.50  -0.058
C -5.80 -3.05 0.23  -0.387
C -4.81 -2.07 0.81  -0.388
Cl -3.17 -2.30 0.15  -0.061
H -5.45 -4.07 0.33  0.225
H -6.75 -2.95 0.75  0.221
H -4.73 -2.21 1.88  0.223
H -5.10 -1.04 0.62  0.228
Cl 2.65 1.99 -6.00  -0.056
C 4.38 2.40 -6.08  -0.388
C 5.25 1.17 -6.06  -0.390
Cl 5.20 0.35 -4.48  -0.054
H 4.61 3.07 -5.26  0.224
H 4.53 2.95 -7.02  0.222
H 6.29 1.45 -6.24  0.223
H 4.95 0.46 -6.82  0.225